[1]
A single C21H23BrN2O3 molecule in a non-equilibrium geometry, computed with ωB97M-V/def2-TZVPD.

Total energy: -101312.9979 eV
Relative energy (zero: lowest compared OMol25 entry of this formula, charge and spin): 0.0 kJ/mol
F_max: 3.1 eV/Å
SMILES: O=C(C[C@H](Nc1ccc([N+](=O)[O-])cc1)C1CCCCC1)c1ccc(Br)cc1

Geometry (Å):
H 1.0728 1.2075 4.8121
H -1.6492 -3.0269 0.4549
C 3.7526 -0.4435 2.5086
H 1.9811 1.0709 -0.6637
H 0.8159 -2.8795 0.3035
H 2.5638 3.3443 -1.1599
C 0.0464 -1.0309 -0.5458
C -0.9552 -1.8780 -1.2928
H 5.1916 0.3909 3.8394
C 0.6735 -1.8004 0.5968
O 1.9721 5.7513 -1.5623
H -2.5822 -1.5727 0.1444
Br 3.6859 1.8418 5.9458
C -0.8234 3.7713 -0.5308
O 2.8768 -1.4827 0.0456
C -0.1195 1.4492 -0.1845
H -4.3252 -3.0586 -2.8285
H 0.8297 -0.8026 -1.3041
H -2.6019 -4.1376 -1.4439
H 0.0525 -1.8546 1.5161
C -2.0727 -2.3892 -0.3380
C 4.1318 0.2201 3.6742
H -1.5633 0.0921 0.2761
H -1.5867 4.5421 -0.5453
C -1.1104 2.4502 -0.1914
C 1.5012 3.1479 -0.9139
H -2.1226 -2.8796 -3.6910
H -2.9818 -1.3622 -4.0868
C 0.5204 4.1538 -0.8756
C -1.5172 -1.1449 -2.5050
C -3.1258 -3.2320 -1.0891
C 2.3986 -0.5651 2.1652
H -2.0599 -0.2292 -2.2270
N 0.8572 5.4920 -1.1787
H -4.1943 -1.5009 -1.8748
C 1.1631 1.8044 -0.6055
C -2.5784 -1.9867 -3.2554
C 2.0642 -1.2525 0.9250
C 3.1590 0.8253 4.4577
C 1.7982 0.7203 4.1506
N -0.5643 0.1538 0.0443
H -2.1347 2.2066 0.0412
H -0.4181 -2.7481 -1.7192
H 4.5274 -0.8230 1.8355
O -0.0055 6.3614 -0.9972
H -3.9181 -3.5400 -0.4180
C 1.4053 -0.0088 3.0126
H -0.7060 -0.9028 -3.1995
H 0.3393 -0.0555 2.7423
C -3.6642 -2.4084 -2.2641

Cartesian forces (eV/Å) of the 6 atoms listed first:
H 0.23 -0.26 -0.42
H 0.03 0.37 -0.18
C -0.06 0.24 0.17
H -0.55 0.27 0.07
H 0.19 1.02 0.17
H -1.01 0.15 0.09



[2]
A molecular structure, C21H23Cl3MgN3O2S3 in a non-equilibrium geometry, computed with ωB97M-V/def2-TZVPD.

Total energy: -106238.2225 eV
F_max: 1.0 eV/Å
Net charge: -1

Geometry (Å):
O -2.1437 1.0893 -1.2325
C 1.1555 1.2563 2.1831
C -0.4557 -3.1768 -1.4240
C -0.1917 -5.5694 -1.0161
C -1.8481 1.6408 -3.5570
S -1.6827 -2.0180 -1.5579
H -1.0969 -6.1208 -1.2959
C -3.8277 2.4424 -4.7432
H -4.5749 1.6763 -1.5083
N 0.7170 -3.0692 -2.0966
H -4.2913 2.8150 -5.6465
H 0.3064 -6.1072 -0.2071
C 2.0878 1.3813 4.4289
H 1.9206 -0.3857 5.6584
H 1.2070 0.8123 -4.8194
Cl 1.2674 -3.9225 2.6856
H -0.1069 -1.8247 -3.5372
Mg -0.3293 0.5261 -0.7547
H -2.5578 -4.4627 0.0697
H 0.4649 -5.5437 -1.8787
S 0.9671 2.0394 0.6349
C 0.8650 -2.2188 -3.2576
H 1.8421 -3.9320 -0.5611
C 0.3424 1.4675 -4.8973
H 2.3005 -4.4887 -2.1918
H 2.7301 -2.8594 -1.6554
C 2.2612 -1.4464 0.5137
N -0.5519 -4.2317 -0.5765
H 1.5346 -1.3826 -3.0366
C -2.6127 1.4896 -2.3456
C -0.4396 1.3402 -3.6056
H -5.6437 2.5013 -3.5708
Cl 4.3373 -0.3164 1.6238
Cl 4.1655 -3.2109 1.0872
C -2.4994 2.1288 -4.7202
H -0.2273 1.2296 -5.7902
C 3.4279 -1.6678 1.0543
C -1.5627 -4.2445 0.4720
H 2.1656 2.9624 2.9792
C 0.7351 -0.0483 2.5074
C -4.0066 1.8117 -2.4194
H 0.7065 2.4946 -4.9842
C 1.8312 1.9559 3.1940
C 1.9606 -3.6336 -1.5998
H -1.2670 -4.9961 1.2003
H 2.6213 1.9560 5.1775
H -1.5647 -3.2929 0.9881
S -0.1352 -1.0143 1.3337
H 0.7596 -1.6861 3.8849
H -1.9222 2.2730 -5.6226
C -4.5850 2.2674 -3.5651
H 1.2839 -2.8014 -4.0846
O 0.2361 0.9759 -2.6262
N 1.1146 -1.2367 0.1166
C 1.0196 -0.6423 3.7349
C 1.6906 0.0776 4.7081

Cartesian forces (eV/Å) of the 6 atoms listed first:
O 0.17 0.14 0.07
C 0.07 0.15 0.14
C 0.32 0.04 0.20
C 0.21 -0.11 0.09
C -0.04 0.07 0.00
S 0.12 0.14 0.03



[3]
A molecular structure, C21H23ClCoN4O4STe, computed with ωB97M-V/def2-TZVPD.

Total energy: -104579.1549 eV
Relative energy (zero: lowest compared OMol25 entry of this formula, charge and spin): 198.9 kJ/mol
F_max: 0.1 eV/Å
Net charge: -2
2S+1: 2

Geometry (Å):
H 2.2779 -4.9588 0.7080
O 0.2156 4.0661 1.9303
H -1.7250 -3.7954 -3.4789
H -0.4442 -1.8194 -3.3530
C 0.8021 -4.0858 -1.1983
N 0.5952 1.8322 2.9458
H 2.5007 -3.3286 1.4025
O -0.6567 5.0167 3.7739
H 1.1315 0.6391 -1.5715
H -0.0664 0.8464 6.6246
C 0.7987 0.5515 3.3643
H 0.6380 -5.1036 -0.8537
C 2.6180 -3.9405 0.5051
H 0.7618 -0.8543 4.9387
Cl 1.1096 3.4642 -1.9360
C 1.2920 -0.3221 2.2587
C -0.1369 2.4204 5.1428
N -1.0447 1.9681 0.0580
C 1.9471 2.9876 -0.2788
S -3.0946 2.3938 -1.4065
C 0.1006 2.7487 3.8272
H 0.5403 0.2312 -3.1833
H -3.5815 0.5647 -3.8154
H 3.6814 -3.9668 0.2606
Te 3.5569 -0.8366 -0.2000
C -2.3953 0.7961 -1.2636
H -1.9141 -0.0014 -3.8482
Co 0.8385 2.2710 1.2224
C 2.0181 -2.0094 -1.0336
C -1.8435 2.9331 -0.3086
H -0.6774 -5.2153 -3.4230
H -2.5122 4.8195 -0.0048
H -3.2446 -1.1628 -3.9884
N -1.3711 0.7647 -0.4942
H 2.7301 2.3184 -0.6461
C 1.8113 -3.3321 -0.6080
C 0.5742 0.1773 4.6675
H 2.4205 3.9419 -0.0319
H -0.5233 3.1928 5.7969
H -0.9991 4.4003 0.7962
C 1.2902 -0.0158 -2.4297
N -1.7154 4.2162 0.0666
C 0.1938 -2.2511 -2.5874
C -2.9183 -0.2429 -3.4978
C 0.1109 1.1209 5.5919
C -0.1437 4.0649 3.1732
H -1.7364 -4.8523 -2.0632
C -0.0108 -3.5643 -2.1967
O 1.4655 0.3277 1.1538
H -2.2882 -1.2340 -1.6767
C -2.9274 -0.4029 -1.9782
H -3.9429 -0.6241 -1.6343
C -1.0955 -4.4009 -2.8244
C 1.1838 -1.4532 -2.0143
H 2.2802 0.2212 -2.8226
O 1.5248 -1.5221 2.4424

Cartesian forces (eV/Å) of the 6 atoms listed first:
H 0.00 0.00 0.00
O 0.03 0.02 -0.07
H 0.00 0.00 0.00
H 0.00 0.00 0.00
C 0.00 0.00 0.00
N 0.00 0.00 -0.04



[4]
A molecular structure, C21H23ClIrN3O6S2 in a non-equilibrium geometry, computed with ωB97M-V/def2-TZVPD.

Total energy: -75928.0561 eV
Relative energy (zero: lowest compared OMol25 entry of this formula, charge and spin): 70.9 kJ/mol
F_max: 1.5 eV/Å
2S+1: 5

Geometry (Å):
C -0.9673 2.0768 4.4294
H 0.3344 5.5425 0.5866
S 1.1386 -0.4526 2.1408
C 2.8639 0.8923 -1.4258
C 1.3755 -0.9731 -1.0472
O -1.4774 2.1291 -0.8820
C -1.3329 2.6149 0.2591
C -4.6241 7.0321 2.0714
O -2.8416 -0.1985 1.4172
C 1.7900 2.9067 -0.9002
H 0.4209 4.1186 1.6225
H -5.6742 6.8636 1.8392
O -3.6571 -1.8124 -0.0936
H -1.9355 6.8480 2.1151
H 4.8751 1.0320 -2.1630
H -3.8234 1.5486 0.4439
S 3.6449 -1.7291 -2.1694
H 0.7693 1.9458 3.2438
H 2.5878 -3.9456 -1.9992
Ir 0.1413 0.4376 -0.3530
H 0.1390 5.7102 2.3298
C 2.9066 3.6341 -1.2570
H -1.0780 1.7012 5.4488
N -0.8715 -0.6908 3.8547
C -2.1712 3.7603 0.7462
C 2.4013 -2.9072 -1.7810
H 2.8792 4.7121 -1.2039
H 0.4131 -2.9055 -0.8727
H -4.5227 7.1498 3.1515
C 1.2732 -2.3352 -1.1922
C 4.0722 2.9604 -1.6967
H -4.3071 7.9619 1.5982
N 0.1029 1.3807 3.7377
H -1.9138 1.9684 3.8928
C -4.2447 2.4657 0.0440
H -4.1201 2.4445 -1.0390
O -1.4960 -0.9909 -0.3410
C -3.5665 3.6747 0.6236
C 2.6481 -0.4638 -1.5204
C -3.7739 5.8848 1.6000
C -0.0013 0.1341 3.2946
H 0.8920 3.4159 -0.5895
O -0.4335 2.1446 1.0268
H -5.4203 4.6676 0.9828
H -5.3103 2.4829 0.2707
H -1.0795 -1.5513 3.3646
H -0.7222 3.1341 4.4749
C -4.3422 4.7394 1.0675
N 1.7391 1.5783 -0.9175
C 4.0329 1.6032 -1.7948
C -1.5743 4.8984 1.3192
H 4.9573 3.5201 -1.9620
C -2.3916 5.9491 1.7135
O -2.0114 -2.3973 1.4670
C -0.0835 5.0671 1.4785
H -1.6246 -0.3089 4.4064
Cl -2.5370 -1.3559 0.6296

Cartesian forces (eV/Å) of the 6 atoms listed first:
C -0.05 -0.11 0.09
H 0.06 0.02 0.02
S -0.18 0.07 -0.46
C -0.39 -0.44 0.14
C -0.76 -1.06 0.43
O 0.07 -0.39 -0.11



> Which value of total energy does entry 2 give?

-106238.2225 eV



Repeat the second record exactly.
A molecular structure, C21H23Cl3MgN3O2S3 in a non-equilibrium geometry, computed with ωB97M-V/def2-TZVPD.

Total energy: -106238.2225 eV
F_max: 1.0 eV/Å
Net charge: -1

Geometry (Å):
O -2.1437 1.0893 -1.2325
C 1.1555 1.2563 2.1831
C -0.4557 -3.1768 -1.4240
C -0.1917 -5.5694 -1.0161
C -1.8481 1.6408 -3.5570
S -1.6827 -2.0180 -1.5579
H -1.0969 -6.1208 -1.2959
C -3.8277 2.4424 -4.7432
H -4.5749 1.6763 -1.5083
N 0.7170 -3.0692 -2.0966
H -4.2913 2.8150 -5.6465
H 0.3064 -6.1072 -0.2071
C 2.0878 1.3813 4.4289
H 1.9206 -0.3857 5.6584
H 1.2070 0.8123 -4.8194
Cl 1.2674 -3.9225 2.6856
H -0.1069 -1.8247 -3.5372
Mg -0.3293 0.5261 -0.7547
H -2.5578 -4.4627 0.0697
H 0.4649 -5.5437 -1.8787
S 0.9671 2.0394 0.6349
C 0.8650 -2.2188 -3.2576
H 1.8421 -3.9320 -0.5611
C 0.3424 1.4675 -4.8973
H 2.3005 -4.4887 -2.1918
H 2.7301 -2.8594 -1.6554
C 2.2612 -1.4464 0.5137
N -0.5519 -4.2317 -0.5765
H 1.5346 -1.3826 -3.0366
C -2.6127 1.4896 -2.3456
C -0.4396 1.3402 -3.6056
H -5.6437 2.5013 -3.5708
Cl 4.3373 -0.3164 1.6238
Cl 4.1655 -3.2109 1.0872
C -2.4994 2.1288 -4.7202
H -0.2273 1.2296 -5.7902
C 3.4279 -1.6678 1.0543
C -1.5627 -4.2445 0.4720
H 2.1656 2.9624 2.9792
C 0.7351 -0.0483 2.5074
C -4.0066 1.8117 -2.4194
H 0.7065 2.4946 -4.9842
C 1.8312 1.9559 3.1940
C 1.9606 -3.6336 -1.5998
H -1.2670 -4.9961 1.2003
H 2.6213 1.9560 5.1775
H -1.5647 -3.2929 0.9881
S -0.1352 -1.0143 1.3337
H 0.7596 -1.6861 3.8849
H -1.9222 2.2730 -5.6226
C -4.5850 2.2674 -3.5651
H 1.2839 -2.8014 -4.0846
O 0.2361 0.9759 -2.6262
N 1.1146 -1.2367 0.1166
C 1.0196 -0.6423 3.7349
C 1.6906 0.0776 4.7081

Cartesian forces (eV/Å) of the 6 atoms listed first:
O 0.17 0.14 0.07
C 0.07 0.15 0.14
C 0.32 0.04 0.20
C 0.21 -0.11 0.09
C -0.04 0.07 0.00
S 0.12 0.14 0.03



> Among the records above, which one has the highest F_max?

C21H23BrN2O3